Below is a molecular structure, C8H7CdN2O5S, with properties calculated with ωB97M-V/def2-TZVPD.

```
24
C8H7CdN2O5S | the OMol25 dataset | ωB97M-V/def2-TZVPD
O -1.8762 -3.8950 -1.9718
C -1.5934 -3.1119 -2.7671
Cd -0.2780 1.4099 -0.8945
O 1.5001 -1.3778 -1.2274
C 0.8654 -0.4112 -1.5930
C 1.6855 2.6929 -2.5348
O 2.6328 3.3535 -2.7061
C -0.2723 0.2661 -4.8210
O -0.9280 0.5351 -5.6847
C 0.6036 -0.3036 -3.3880
O 1.2416 -1.0684 -4.0393
H -2.1723 3.0269 -1.1105
S -1.8127 1.4868 0.7855
C -0.8064 0.4803 1.7531
N 0.5541 0.5767 1.9381
C 0.9777 -0.1237 3.1448
C -0.2737 -0.9127 3.5307
N -1.2484 -0.4796 2.5395
H 1.0948 1.3851 1.5851
H 1.2657 0.5943 3.9187
H 1.8240 -0.7786 2.9399
H -0.6278 -0.6590 4.5341
H -0.0937 -1.9909 3.4739
H -2.2626 -0.6950 2.5950
```

- Total charge: +1
- Gap between HOMO and LUMO (spin up / spin down): 0.1855 / 0.1850 Ha
- Relative energy (zero: lowest compared OMol25 entry of this formula, charge and spin): 0.8167 eV
- Largest force on an atom: 0.1185 Eh/bohr
- Energy: -37011.516 eV
- LUMO energy (spin up / spin down): -0.1860 / -0.1860 Ha
- E_HOMO (spin up / spin down): -10.1 / -10.1 eV